Computed, not measured: the ion C18H23BrClINO with charge +1 at a distorted geometry, with wB97M-V/def2-TZVPD.

Results
Total charge   +1
Spin multiplicity   1

Each line ends with the Löwdin charge.
CARTESIAN COORDINATES (ANGSTROEM)
C1 -0.449 3.470 1.330  -0.121
C2 -1.739 2.608 1.335  -0.251
C3 -1.646 1.311 2.145  -0.609
Cl1 -1.133 1.679 3.850  0.677
C4 -0.629 0.264 1.623  -0.287
N1 -1.128 -1.048 2.170  0.128
C5 -0.752 -2.045 1.464  0.087
C6 0.124 -1.527 0.333  -0.280
C7 0.406 -2.427 -0.883  -0.062
C8 1.915 -2.834 -0.835  -0.318
O1 2.234 -3.999 -0.713  0.136
C9 2.940 -1.721 -0.939  -0.211
C10 3.530 -1.144 0.174  -0.070
C11 4.429 -0.108 0.066  -0.080
C12 4.787 0.409 -1.166  -0.065
C13 4.207 -0.175 -2.281  -0.087
C14 3.311 -1.209 -2.173  -0.078
C15 -0.668 -0.148 0.108  -0.644
I1 0.599 0.986 -1.223  1.180
C16 -2.123 -0.462 -0.367  -0.235
C17 -2.661 0.395 -1.537  -0.785
C18 -4.198 0.550 -1.358  -0.131
Br1 -2.281 -0.418 -3.283  0.695
H1 0.130 3.384 0.408  0.004
H2 -0.762 4.520 1.397  0.084
H3 0.210 3.287 2.185  0.057
H4 -2.514 3.213 1.827  0.116
H5 -2.085 2.455 0.306  0.095
H6 -2.632 0.842 2.257  0.101
H7 0.389 0.443 1.994  0.149
H8 -1.736 -1.067 2.986  0.179
H9 -1.076 -3.055 1.722  0.177
H10 1.034 -1.187 0.859  0.123
H11 -0.125 -3.386 -0.801  0.132
H12 0.143 -1.930 -1.824  0.088
H13 3.269 -1.509 1.171  0.122
H14 4.837 0.326 0.978  0.115
H15 5.476 1.245 -1.235  0.116
H16 4.453 0.216 -3.268  0.118
H17 2.845 -1.631 -3.064  0.131
H18 -2.856 -0.370 0.444  0.107
H19 -2.191 -1.508 -0.703  0.113
H20 -2.267 1.412 -1.567  0.036
H21 -4.713 -0.403 -1.502  0.084
H22 -4.358 0.974 -0.355  0.078
H23 -4.545 1.322 -2.055  0.085

***

Computed, not measured: a structure of composition C35H42AlClN3O8P2S at a distorted geometry, with wB97M-V/def2-TZVPD.

Results
Total charge   -1
Spin multiplicity   1

Each line ends with the Löwdin charge.
CARTESIAN COORDINATES (ANGSTROEM)
Al1 0.745 -0.835 0.150  -0.239
C1 -5.294 2.613 -0.273  -0.141
C2 -4.461 1.707 -1.176  -0.581
C3 -5.047 0.296 -1.212  -0.131
P1 -2.696 1.603 -0.573  1.128
C4 -2.133 3.363 -0.883  -0.561
C5 -2.269 4.152 0.423  -0.139
C6 -0.687 3.457 -1.378  -0.105
C7 -1.980 0.726 -2.025  -0.300
C8 -2.148 1.228 -3.322  -0.109
C9 -1.659 0.567 -4.431  -0.087
C10 -0.987 -0.639 -4.262  -0.071
C11 -0.816 -1.151 -2.993  -0.023
C12 -1.294 -0.478 -1.863  -0.293
N1 -1.036 -1.047 -0.584  0.017
C13 -1.843 -2.083 -0.202  -0.261
C14 -2.961 -2.510 -0.959  -0.031
C15 -3.744 -3.571 -0.553  -0.097
C16 -3.473 -4.276 0.617  -0.118
C17 -2.399 -3.863 1.387  -0.113
C18 -1.598 -2.788 1.014  -0.286
P2 -0.262 -2.147 2.036  1.145
C19 0.584 -3.586 2.816  -0.529
C20 1.724 -3.060 3.690  -0.110
C21 1.103 -4.596 1.795  -0.113
C22 -1.099 -1.280 3.452  -0.506
C23 -1.689 -2.196 4.520  -0.117
C24 -2.179 -0.343 2.907  -0.113
H1 -6.351 2.554 -0.549  0.069
H2 -4.988 3.658 -0.350  0.055
H3 -5.205 2.311 0.775  0.076
H4 -4.476 2.120 -2.190  0.092
H5 -4.970 -0.182 -0.231  0.075
H6 -4.521 -0.337 -1.928  0.051
H7 -6.104 0.324 -1.494  0.072
H8 -2.791 3.800 -1.644  0.096
H9 -1.596 3.737 1.177  0.071
H10 -3.283 4.131 0.830  0.047
H11 -1.988 5.198 0.265  0.073
H12 -0.003 2.989 -0.670  0.075
H13 -0.402 4.508 -1.473  0.077
H14 -0.536 2.975 -2.342  0.062
H15 -2.659 2.175 -3.459  0.099
H16 -1.787 0.991 -5.420  0.096
H17 -0.582 -1.166 -5.117  0.102
H18 -0.282 -2.083 -2.848  0.120
H19 -3.201 -1.995 -1.880  0.093
H20 -4.588 -3.859 -1.170  0.098
H21 -4.085 -5.115 0.920  0.087
H22 -2.170 -4.393 2.307  0.096
H23 -0.150 -4.088 3.455  0.088
H24 2.467 -2.549 3.071  0.066
H25 2.225 -3.887 4.199  0.078
H26 1.380 -2.356 4.451  0.066
H27 1.871 -4.151 1.162  0.058
H28 0.305 -4.955 1.144  0.070
H29 1.531 -5.455 2.321  0.075
H30 -0.310 -0.668 3.903  0.103
H31 -2.450 -2.852 4.088  0.070
H32 -2.179 -1.592 5.289  0.076
H33 -0.940 -2.816 5.016  0.059
H34 -3.001 -0.921 2.475  0.078
H35 -1.806 0.324 2.134  0.032
H36 -2.582 0.265 3.721  0.080
O1 3.112 2.960 3.829  0.123
C25 4.084 2.167 3.409  -0.504
O2 5.221 2.299 3.791  0.072
C26 3.708 1.086 2.455  -0.028
C27 4.578 0.199 1.847  -0.562
Cl1 6.270 0.140 1.896  0.832
N2 3.868 -0.644 1.067  -0.015
N3 2.558 -0.354 1.159  0.146
C28 2.456 0.705 1.939  -0.077
C29 1.080 1.300 1.955  -0.493
O3 0.825 2.265 2.676  0.065
O4 0.280 0.733 1.144  0.007
C30 4.347 -1.542 0.061  -0.186
C31 5.226 -2.551 0.414  -0.038
C32 5.684 -3.432 -0.552  -0.071
C33 5.244 -3.282 -1.860  -0.071
C34 4.347 -2.285 -2.200  -0.044
C35 3.815 -1.438 -1.227  -0.164
H37 2.217 2.747 3.427  0.070
H38 5.552 -2.631 1.442  0.105
H39 6.379 -4.217 -0.287  0.102
H40 5.620 -3.939 -2.635  0.103
H41 4.024 -2.150 -3.222  0.110
H42 0.899 -2.898 -1.033  0.031
O5 2.914 -0.113 -3.262  -0.298
S1 2.970 0.058 -1.835  0.563
O6 1.577 0.161 -1.259  -0.233
O7 1.396 -2.444 -0.350  -0.164
O8 3.789 1.129 -1.322  -0.278

***

Table of orbital gap (eV), in record order: 7.611 7.311
Table of total energy (Ha), in record order: -4161.31299 -3909.01475